DFT (ωB97M-V/def2-TZVPD) results for a cluster of 2 separate species, C3H4N2O2 in total at a distorted geometry.

```
11
Properties=species:S:1:pos:R:3
H 1.05269 -0.76314 1.06231
N 2.61186 2.10346 -0.81768
N -0.45726 -0.42215 -1.17184
O -1.66475 1.02530 0.31285
O 0.37389 0.76897 2.23135
H 0.46238 -0.45290 -1.59342
C 1.78842 1.56132 -0.24958
H -0.37664 1.43970 2.18125
C -0.70822 0.35541 -0.00600
H -1.13869 -0.71686 -1.90052
C 0.46183 0.17534 1.02806
```

- HOMO level (spin up / spin down) (eV) = -10.706 / -10.706
- spin multiplicity = 1
- relative energy (zero: lowest compared OMol25 entry of this formula, charge and spin) (kJ/mol) = 404.7
- gap between HOMO and LUMO (spin up / spin down) (eV) = 9.481 / 9.480



DFT (ωB97M-V/def2-TZVPD) results for a structure of composition C19H14F3N5O6S3V at a distorted geometry.

```
51
Properties=species:S:1:pos:R:3
O -1.50298 1.24419 0.49307
C -2.67390 0.86216 0.77826
C 0.79415 2.41759 -1.25297
V -0.11045 -0.08490 0.03686
C 1.37290 -0.99888 4.18923
N 0.63707 -0.35900 2.06927
H -0.92518 3.22044 -3.32298
N -0.11201 0.41585 -2.04435
O -1.66266 -1.17544 0.71483
H 2.00938 -1.57333 6.11832
H -0.51829 -2.41539 -4.35180
C 1.29614 3.73147 -1.43727
C 0.12839 1.70966 -2.29001
S 1.96023 -1.54925 0.16484
S 2.19486 -0.14415 -4.10554
S 2.56368 -1.70346 3.16408
O -1.90326 -3.22897 -3.37549
C 1.91879 2.31267 0.79090
C -0.74651 0.22429 5.42092
F -2.22885 -5.64900 -2.36462
O -3.61408 1.58970 0.98894
C -2.81690 -0.65502 0.78766
H 0.56888 2.67665 -4.19747
N 1.12254 1.74324 -0.12690
O -0.46276 -2.65180 -1.76641
H 3.04061 3.95953 1.48652
C -1.59931 -4.74277 -1.61273
N -0.35804 -0.32570 -3.19506
C 2.43538 3.57087 0.66763
C 0.24607 -0.37248 6.17502
H 2.53973 5.31359 -0.69048
F -2.38250 -4.53593 -0.54733
C 0.41980 -0.32680 3.42134
H -1.11206 -1.03587 -3.08351
C -0.30777 2.37549 -3.57592
C 1.30819 -1.00204 5.56847
C -1.28110 -3.39972 -2.30924
H 2.17887 1.71338 1.64642
H 0.15748 -0.43676 7.25941
C 1.66501 -1.12244 1.75089
H 0.90958 -2.23813 -5.37432
C -0.69273 0.27657 4.03692
H -1.60804 0.64773 5.95382
H -1.49857 0.70137 3.40923
F -0.49327 -5.39188 -1.15546
C 0.63656 -0.80199 -3.97018
H -0.92027 1.66356 -4.12998
O -3.90879 -1.21802 0.78690
H 1.02401 4.29944 -2.34244
C 2.09047 4.31301 -0.51268
N 0.22150 -1.84331 -4.74459
```

- <S²> = 3.772
- HOMO level (spin up / spin down) (eV) = -0.983 / -2.965
- total charge = -2
- spin multiplicity = 4
- relative energy (zero: lowest compared OMol25 entry of this formula, charge and spin) (kJ/mol) = 46.7
- gap between HOMO and LUMO (spin up / spin down) (eV) = 5.073 / 7.053



DFT (ωB97M-V/def2-TZVPD) results for a structure of composition C3H5NO2.

```
11
Properties=species:S:1:pos:R:3
H -2.66158 -0.00988 -0.68399
C -1.69425 -0.29822 0.06251
H 2.01388 -0.46751 1.03130
C 1.84770 0.37835 0.35686
H -1.70733 -1.80669 -1.21305
H 2.45174 1.22958 0.66828
O -0.33775 -0.32226 -0.13080
N -2.32356 -1.25624 -0.58902
O -0.10550 1.75595 0.76467
H 2.12513 0.05964 -0.65203
C 0.39152 0.73727 0.38526
```

- HOMO level (eV) = -9.619
- spin multiplicity = 1
- relative energy (zero: lowest compared OMol25 entry of this formula, charge and spin) (kJ/mol) = 381.5
- gap between HOMO and LUMO (eV) = 10.458



DFT (ωB97M-V/def2-TZVPD) results for a cluster of 12 separate species, C48H102N6O24 in total at a distorted geometry.

```
180
Properties=species:S:1:pos:R:3
H 1.94628 -1.06280 2.37226
C -3.06329 8.73488 -3.88698
H 2.81876 5.36678 1.54697
C 1.26163 -3.47556 -5.48719
H -0.22345 -5.35357 -7.27737
H -0.78306 0.91544 2.55931
H 2.23615 -3.34265 -5.95702
H 4.64798 -0.11557 1.64894
H -1.01784 2.34184 -0.91065
H 6.36883 3.09401 4.51819
C 3.86956 1.19473 -2.28579
H -1.23840 -3.79551 3.90057
C 6.92185 3.45331 3.65033
N 1.21886 -4.43768 3.27774
H -2.02180 6.54406 0.42819
O -3.64069 -1.05241 -5.14151
H 2.29686 0.76089 -4.99266
O -2.62935 0.71678 3.55277
O -3.34063 1.45396 5.59595
H -0.73183 -6.32844 -5.86856
H -6.06871 1.83607 3.47629
C -0.55009 -3.20322 4.50352
C 2.00894 3.49593 -0.12879
C 4.00140 -5.44356 0.40658
H -6.54199 -6.23936 0.40359
H -2.86832 3.09468 2.11686
H 1.33178 2.95358 -2.73539
H -2.38201 6.59190 -5.39152
O 4.60096 0.47732 -1.33501
H -1.08092 -0.24642 -4.55130
H 1.66154 -0.03585 -3.53458
C 0.39513 -1.47209 0.94596
C -2.01091 2.76159 2.70167
C 3.19349 3.65329 0.82778
C -0.35860 -5.35802 -6.19578
H -3.25587 5.98207 -0.57891
H -2.29706 1.07116 1.58939
O 5.10887 -1.62110 -0.81833
H 0.04841 3.33208 3.09400
O -1.79928 6.99306 -1.60498
H -7.94082 -0.02482 1.09021
O 4.23567 -0.98347 -2.83382
C -1.02492 1.28118 -1.16176
H -2.83292 1.34215 -3.67257
H -2.71009 -1.74232 5.10798
O 6.11414 -7.94978 -0.43368
C 6.63869 1.32684 2.19865
H -1.01665 -0.95415 -2.99378
C -3.51270 -4.03288 1.75512
O 0.97979 -4.03704 -2.17361
H 3.28471 5.44544 0.05327
C 1.96153 -3.08053 5.10065
C -2.17453 6.11832 -0.56354
C 0.89099 -4.97461 -5.43979
H 3.77785 3.47383 3.02406
C 1.71426 -0.83136 1.33268
H -2.45765 -2.08323 1.56806
C -5.01162 -4.48322 1.80669
H 8.22730 1.85000 3.53417
H -1.62819 5.69563 -3.21176
C -3.44639 -2.54036 1.52878
H -3.03613 -4.55521 -0.17669
H -0.39231 -2.33639 3.86179
H 0.44676 -5.03982 3.02996
C -8.27726 0.94852 1.44730
C -5.31687 2.12651 0.43135
C 3.84127 0.21681 -3.48516
O 2.49886 4.02548 -1.36655
C 0.82232 -3.97340 4.60282
C 4.21991 -5.20627 -1.03347
H -3.46381 9.05325 -2.92453
H 7.69899 4.10418 4.05098
H 4.04723 -4.43392 2.41115
H 4.28758 2.18049 -2.48985
O 0.52910 -5.06261 -4.06315
C 4.70316 -0.77521 -1.58902
H -0.93349 8.20183 -3.64501
H -6.02610 0.34947 2.50220
O -6.66474 2.05956 0.35202
N -2.69157 -4.63097 0.76969
N 8.41426 3.06630 1.88164
H -0.31226 -3.37473 0.75436
H 7.78021 3.38238 1.16180
H 2.04625 -2.14025 4.55585
H -1.73728 5.13083 -0.71112
H -3.92302 -2.19167 0.61263
H 2.94982 -5.66248 0.59194
C -6.83719 -5.19686 0.28461
C 4.93609 -0.22131 2.69485
H -4.00123 -2.06677 2.33870
O -4.69309 0.67864 -4.57472
H -0.85079 6.55262 -5.25184
H -7.27360 -5.00187 -0.69499
C -2.74836 1.63281 4.51427
H -1.12673 -4.59567 -6.06572
H -3.46059 -1.38713 -3.10481
N -1.61096 7.21566 -5.20051
H 1.83272 -5.50192 -5.59209
H -1.24320 -1.95126 -4.37229
H -2.05435 1.00925 -1.39503
H -2.77489 9.60802 -4.47225
H 4.06744 -0.16217 3.35063
H -0.19464 -1.30060 1.84644
C -4.61794 -0.27776 -5.44312
O -0.42183 0.62619 -0.11742
H -1.22894 -1.23122 -0.46518
O 5.90357 0.73753 3.24995
H -4.99421 -5.49080 2.22213
C 0.94720 -4.05525 -3.38020
H 1.25939 4.10983 0.37062
C 7.58361 2.38524 2.83612
C -1.56335 -1.00537 -3.93538
O -4.95791 1.79167 1.68837
C 2.47437 -0.02710 -4.26076
H -3.99363 8.43693 -4.37049
H 1.87528 -2.68936 6.11437
H -3.24774 6.34935 -2.96167
C 5.48154 -6.90413 -0.33356
N 0.56760 -2.87879 0.74991
H 0.70670 -4.76351 5.34474
H 4.55636 -4.19849 -1.27690
H -9.00327 1.30812 0.71813
H 0.28830 -0.93908 -1.24954
H -7.59951 -5.03792 1.04730
H 2.92898 -3.57486 5.01244
H 3.60825 -3.37677 1.05798
H -0.90124 4.65102 2.46747
O 5.11662 -6.18134 -1.38441
H 5.20875 -1.27123 2.80175
H 6.39897 4.21549 3.07258
H -3.09594 -4.31707 2.72137
H -0.46379 3.23757 1.37973
H 2.83025 1.29994 -1.97458
H 1.72769 0.25008 1.19705
H 8.76502 3.98410 2.11555
H -2.87089 -2.33117 6.78019
H 2.46213 -1.15385 0.60825
H 2.49099 -0.96682 -4.81280
H 3.27234 2.03508 2.27109
C -2.18399 6.57274 -2.88028
H -4.10766 0.69749 -2.63987
H 3.22457 -5.44247 -1.40979
H -8.82424 0.81312 2.38035
H -7.53300 2.96141 1.94765
C -1.82129 1.24734 2.55412
O -5.58574 -4.47206 0.48351
H -2.70889 -5.62271 0.96014
O 4.94812 -6.38195 0.72236
H 0.41149 -2.95034 -5.92249
C -0.73683 3.57715 2.37886
H 5.24130 -3.75141 1.27488
C -2.59192 -2.60561 5.76286
C 1.52470 3.96499 -2.37775
H 0.98935 -3.10429 -0.13969
H -5.57152 -3.80961 2.45542
C -7.19889 1.97048 1.64018
C 3.06382 3.10481 2.28780
C -6.06782 1.43792 2.46160
O -5.32894 -0.38208 -6.41697
C -3.09693 -0.71365 -3.88088
H -3.23136 -3.45326 5.51650
C -1.89065 7.73246 -3.87226
C -3.65868 0.63188 -3.63093
H 1.15687 -3.60625 2.70766
H 4.66857 0.44297 -4.15786
H 1.80630 4.55825 -3.24773
H 0.59282 4.35881 -1.97202
H 4.05118 3.17383 0.35598
O -4.53902 2.37230 -0.47378
O -2.25358 2.82658 4.09443
H 5.98194 1.69803 1.41188
O -1.19855 -2.95704 5.79599
C 4.25226 -4.20033 1.36640
H 2.04906 3.26912 2.65024
H -0.43672 1.29852 -2.07927
O 1.34075 -3.10270 -4.09828
H 1.65857 2.46383 -0.11795
N 3.56534 5.05596 0.94190
H 7.21698 0.52832 1.73383
C -0.25063 -0.77414 -0.31657
```

- HOMO level (eV) = -9.027
- spin multiplicity = 1
- relative energy (zero: lowest compared OMol25 entry of this formula, charge and spin) (kJ/mol) = 331.8
- gap between HOMO and LUMO (eV) = 8.871



Question: Which formula does entry 2 have?
Answer: C19H14F3N5O6S3V



Question: Look up the spin multiplicity of the fourth one.
Answer: 1



Question: Which value of spin multiplicity does entry 3 give?
Answer: 1